{
  "formula": "C32H26Cl2NO2P2V",
  "method": "wB97M-V/def2-TZVPD",
  "gap_ev": [5.723, 6.453],
  "homo_ev": [-16.736, -16.751],
  "charge": 3,
  "largest_force_ev_per_a": 0.72,
  "lumo_energy_ev": [-11.0135, -10.2979],
  "multiplicity": 2,
  "symbols": ["V", "C", "N", "P", "C", "C", "C", "C", "C", "C", "C", "C", "C", "C", "C", "C", "P", "C", "C", "C", "C", "C", "C", "C", "C", "C", "C", "C", "C", "H", "H", "H", "H", "H", "H", "H", "H", "H", "H", "H", "H", "H", "H", "H", "H", "H", "H", "H", "H", "H", "H", "H", "Cl", "C", "C", "C", "Cl", "C", "O", "C", "C", "O", "C", "H", "H", "H"],
  "xyz": [[-0.042, -1.404, -0.392], [2.192, 2.600, -1.053], [1.481, 1.328, -0.784], [2.106, -0.137, -0.351], [3.641, -0.151, 0.488], [3.734, 0.550, 1.700], [4.942, 0.578, 2.367], [6.042, -0.093, 1.837], [5.947, -0.790, 0.636], [4.747, -0.823, -0.049], [1.858, -1.412, -1.584], [0.957, -1.133, -2.640], [0.069, -2.103, -3.112], [0.019, -3.355, -2.508], [0.919, -3.665, -1.476], [1.828, -2.714, -1.013], [-0.190, 1.063, -0.521], [-0.736, 1.879, 0.960], [-0.386, 1.347, 2.206], [-0.731, 2.021, 3.362], [-1.428, 3.223, 3.279], [-1.776, 3.755, 2.045], [-1.435, 3.088, 0.879], [-1.119, 1.618, -1.937], [-2.511, 1.480, -1.892], [-3.274, 1.860, -2.983], [-2.658, 2.374, -4.118], [-1.275, 2.507, -4.169], [-0.503, 2.124, -3.085], [2.741, 2.537, -1.990], [2.877, 2.821, -0.237], [1.454, 3.397, -1.116], [2.874, 1.069, 2.110], [5.034, 1.117, 3.299], [6.987, -0.066, 2.363], [6.813, -1.296, 0.231], [4.678, -1.341, -0.998], [0.936, -0.141, -3.074], [-0.607, -1.857, -3.920], [-0.707, -4.089, -2.830], [0.895, -4.643, -1.011], [2.472, -2.954, -0.174], [0.163, 0.412, 2.273], [-0.464, 1.618, 4.329], [-1.700, 3.748, 4.186], [-2.311, 4.694, 1.989], [-1.707, 3.509, -0.079], [-3.001, 1.086, -1.009], [-4.350, 1.762, -2.948], [-3.257, 2.680, -4.965], [-0.801, 2.918, -5.050], [0.572, 2.251, -3.133], [-5.411, -3.393, 4.024], [-4.329, -2.902, 2.796], [-4.834, -2.525, 1.549], [-3.994, -2.126, 0.516], [-4.626, -1.693, -1.010], [-2.626, -2.094, 0.746], [-1.764, -1.781, -0.230], [-2.104, -2.459, 2.006], [-0.711, -2.438, 2.240], [0.167, -2.012, 1.430], [-2.971, -2.882, 3.030], [-5.902, -2.553, 1.378], [-0.331, -2.806, 3.195], [-2.574, -3.184, 3.991]],
  "forces_ev_per_a": [[-0.2104, -0.2489, -0.6455], [-0.0193, -0.0128, 0.0072], [-0.0082, -0.0632, 0.0146], [-0.0662, 0.0060, 0.2097], [-0.0050, 0.0475, -0.0371], [-0.0573, 0.0149, 0.0196], [0.0577, -0.0238, -0.0121], [-0.0262, -0.0013, -0.0138], [0.0010, 0.0189, 0.0294], [-0.0046, -0.0322, -0.0559], [0.0627, -0.0181, -0.1694], [0.1428, 0.3066, 0.2065], [-0.0511, -0.0476, 0.0569], [0.0360, 0.0541, 0.0141], [0.0357, 0.0484, 0.0391], [0.1173, -0.1097, -0.0494], [-0.0533, -0.0214, -0.2316], [0.0003, 0.0332, 0.0124], [0.0537, -0.0735, 0.0201], [-0.0198, 0.0291, 0.0182], [-0.0010, -0.0003, -0.0168], [0.0133, -0.0119, 0.0386], [-0.0046, -0.0225, -0.0525], [0.0264, 0.0057, 0.0166], [-0.0200, -0.0169, 0.0639], [-0.0041, 0.0046, -0.0273], [0.0232, 0.0035, 0.0049], [-0.0434, -0.0049, -0.0031], [0.0918, 0.0146, 0.0313], [0.0027, 0.0253, 0.0014], [0.0096, 0.0037, -0.0083], [0.0240, 0.0169, 0.0037], [-0.0023, 0.0001, -0.0042], [-0.0019, 0.0037, 0.0018], [-0.0005, -0.0019, 0.0050], [0.0026, -0.0009, -0.0019], [0.0072, 0.0025, 0.0015], [-0.0017, 0.0005, 0.0041], [-0.0085, -0.0071, 0.0036], [-0.0146, -0.0005, 0.0129], [-0.0070, -0.0093, -0.0145], [-0.0040, 0.0095, 0.0015], [-0.0117, 0.0186, -0.0101], [0.0056, -0.0055, -0.0013], [0.0011, 0.0015, 0.0011], [-0.0058, -0.0007, -0.0052], [-0.0020, -0.0099, -0.0154], [0.0054, -0.0001, 0.0104], [-0.0032, 0.0006, 0.0065], [-0.0060, -0.0031, 0.0007], [0.0031, 0.0022, -0.0007], [-0.0114, -0.0109, -0.0022], [-0.0042, -0.0011, 0.0020], [0.0423, -0.0409, 0.1285], [-0.0125, 0.0542, -0.1700], [-0.0330, -0.1247, 0.3328], [-0.0113, 0.0465, -0.1435], [0.1474, 0.1584, -0.1082], [-0.0901, 0.0146, 0.0275], [-0.1261, -0.0131, 0.1242], [0.2036, 0.2275, -0.0624], [-0.1129, -0.2092, 0.3845], [0.0086, -0.0118, -0.0075], [-0.0054, 0.0002, 0.0038], [-0.0353, -0.0139, -0.0025], [-0.0195, 0.0002, 0.0115]],
  "mulliken_spin": [1.4216, -0.0017, -0.0105, -0.1389, -0.0130, -0.0107, 0.0035, -0.0119, 0.0019, -0.0103, 0.0163, -0.0229, 0.0043, -0.0237, -0.0053, -0.0399, -0.0594, -0.0325, 0.0226, 0.0010, -0.0020, 0.0003, -0.0036, -0.0066, -0.0122, 0.0054, -0.0107, 0.0028, -0.0063, -0.0001, -0.0012, 0.0003, -0.0020, 0.0000, -0.0003, -0.0001, 0.0012, 0.0017, -0.0012, 0.0016, 0.0004, 0.0085, -0.0055, 0.0002, -0.0001, -0.0002, -0.0003, -0.0012, 0.0000, -0.0002, -0.0002, -0.0002, -0.0038, -0.0139, 0.0159, -0.0114, -0.0024, -0.0016, -0.0560, 0.0144, 0.0233, -0.0297, 0.0096, -0.0001, -0.0028, -0.0002]
}

---

{
  "formula": "C7H23NO5",
  "method": "wB97M-V/def2-TZVPD",
  "gap_ev": 7.822,
  "homo_ev": -7.181,
  "smiles": "C/C=C/C(=C/N)CC.O.O.O.O.O",
  "largest_force_ev_per_a": 7.16,
  "lumo_energy_ev": 0.6416,
  "symbols": ["C", "C", "C", "C", "C", "N", "C", "C", "H", "H", "H", "H", "H", "H", "H", "H", "H", "H", "H", "H", "H", "O", "H", "H", "O", "H", "H", "O", "H", "H", "O", "H", "H", "O", "H", "H"],
  "xyz": [[-0.604, 3.140, -2.461], [-0.057, 1.955, -1.764], [1.052, 1.936, -1.009], [1.492, 0.900, -0.165], [2.787, 1.116, 0.223], [3.595, 0.310, 0.963], [0.605, -0.265, 0.182], [0.240, -0.157, 1.730], [0.078, 3.996, -2.617], [-1.414, 3.618, -1.945], [-1.094, 2.847, -3.424], [-0.695, 1.194, -2.143], [1.707, 2.853, -1.159], [3.302, 1.912, -0.246], [4.515, 0.232, 0.661], [3.215, -0.710, 1.033], [-0.384, -0.249, -0.395], [1.016, -1.224, -0.049], [-0.506, 0.725, 1.980], [1.193, 0.159, 2.237], [-0.347, -1.074, 1.969], [2.323, -2.237, 2.053], [2.444, -3.024, 2.388], [1.492, -2.285, 1.617], [0.314, -3.917, 0.283], [-0.076, -3.283, -0.272], [-0.315, -4.549, 0.559], [-2.450, -2.810, 0.085], [-3.035, -3.451, -0.269], [-2.924, -2.016, 0.080], [-3.858, -0.546, -0.469], [-4.596, -0.330, 0.167], [-3.386, 0.286, -0.175], [-2.240, 1.495, 0.204], [-1.344, 1.430, 0.763], [-2.043, 2.019, -0.618]],
  "forces_ev_per_a": [[0.2576, 1.2438, -1.5955], [0.1766, 1.0203, -0.7441], [-1.0853, 1.8893, -1.9130], [1.9495, -0.3114, 0.3483], [-0.9847, -1.5039, -0.6582], [-2.5252, -3.4259, 1.0510], [-2.1571, 1.4907, 0.8919], [-0.8630, 1.3813, -0.9052], [0.0771, -0.5186, -0.1528], [-0.7488, 0.1536, 0.7879], [0.7096, 0.3040, 0.4471], [-0.0962, -1.7567, 1.0611], [-0.9051, -1.0431, 0.7072], [0.2991, 1.0869, -0.0620], [1.8988, 0.3629, -0.5003], [0.7951, 2.3337, 0.3368], [1.4784, 0.1862, 0.5858], [0.6838, -0.6157, 0.0044], [1.4422, -1.5215, -0.6374], [-1.1687, -1.1410, 0.1739], [0.9666, 0.5552, 0.6528], [0.1152, 6.3426, -2.1173], [1.2041, -6.4980, 2.7554], [-1.2137, -0.2165, -0.6414], [2.7492, -0.2652, 0.8893], [-1.4432, 1.0188, -1.0144], [-1.3206, -0.6322, 0.2338], [2.3245, -1.6207, 0.6570], [-0.8167, -0.8926, -0.5345], [-1.3492, 2.3628, -0.2361], [-1.2849, 1.9020, 2.0251], [0.2908, -1.1682, -1.0965], [0.8583, -0.8274, -0.8890], [2.3819, 0.7430, 0.9182], [-2.8445, 0.3145, -2.2012], [0.1486, -0.7330, 1.3718]],
  "nbo_charge": [-0.6390, -0.2902, -0.1612, -0.1844, 0.0747, -0.8087, -0.4455, -0.6089, 0.2097, 0.1977, 0.2066, 0.2028, 0.1999, 0.1830, 0.3737, 0.4069, 0.2333, 0.2067, 0.1688, 0.2434, 0.2270, -0.9339, 0.4637, 0.4837, -0.9621, 0.4871, 0.4786, -0.9775, 0.4629, 0.4953, -0.9786, 0.4638, 0.5044, -0.9918, 0.5081, 0.4996]
}

---

{
  "formula": "C27H43CoN6O3",
  "method": "wB97M-V/def2-TZVPD",
  "gap_ev": [7.776, 5.182],
  "homo_ev": [-13.830, -13.839],
  "charge": 2,
  "largest_force_ev_per_a": 0.64,
  "lumo_energy_ev": [-6.0546, -8.6569],
  "multiplicity": 5,
  "symbols": ["Co", "C", "O", "C", "C", "O", "C", "C", "O", "C", "H", "H", "H", "H", "H", "H", "H", "H", "H", "H", "H", "H", "H", "H", "C", "C", "C", "C", "C", "C", "C", "C", "C", "C", "N", "C", "C", "C", "C", "C", "N", "H", "H", "H", "H", "H", "H", "H", "H", "H", "H", "H", "H", "H", "H", "H", "H", "H", "C", "N", "C", "N", "C", "N", "C", "N", "C", "C", "H", "H", "H", "H", "H", "H", "H", "H", "H", "H", "H", "H"],
  "xyz": [[1.055, 0.006, 0.297], [3.328, 0.995, -2.118], [2.788, -0.049, -1.298], [3.782, -1.000, -0.922], [3.046, -2.254, -0.573], [2.076, -1.992, 0.464], [2.487, -2.387, 1.796], [2.888, -1.191, 2.607], [1.827, -0.238, 2.499], [1.763, 0.641, 3.632], [3.868, 0.559, -2.958], [2.503, 1.584, -2.502], [4.005, 1.633, -1.543], [4.460, -1.193, -1.755], [4.370, -0.615, -0.083], [2.487, -2.601, -1.440], [3.727, -3.043, -0.260], [1.638, -2.873, 2.255], [3.300, -3.108, 1.742], [3.032, -1.496, 3.646], [3.819, -0.741, 2.248], [1.371, 0.104, 4.496], [2.755, 1.026, 3.879], [1.110, 1.471, 3.383], [-2.665, 3.175, -0.475], [-2.501, 3.015, -1.987], [-2.167, 1.626, -2.529], [-3.116, 1.091, -3.383], [-2.970, -0.161, -3.963], [-1.861, -0.938, -3.670], [-0.903, -0.503, -2.778], [0.330, -1.348, -2.525], [0.166, -2.875, -2.543], [-1.037, 0.797, -2.206], [-0.061, 1.173, -1.284], [0.354, 2.427, -1.269], [1.277, 2.838, -0.311], [1.961, 4.092, -0.171], [2.855, 3.914, 0.832], [2.690, 2.543, 1.286], [1.747, 1.916, 0.627], [-2.949, 4.202, -0.247], [-1.756, 2.961, 0.085], [-3.460, 2.526, -0.103], [-1.805, 3.760, -2.370], [-3.452, 3.284, -2.440], [-3.997, 1.678, -3.612], [-3.724, -0.529, -4.648], [-1.750, -1.895, -4.160], [0.766, -1.071, -1.568], [1.087, -1.045, -3.255], [-0.033, -3.263, -1.543], [1.077, -3.353, -2.904], [-0.639, -3.215, -3.187], [0.048, 3.125, -2.036], [1.788, 4.985, -0.755], [3.559, 4.631, 1.228], [3.258, 2.055, 2.068], [-0.796, -1.907, 2.074], [-0.898, -0.743, 1.124], [-1.917, -1.154, 0.090], [-3.192, -1.520, 0.665], [-2.998, -2.633, 1.599], [-2.059, -2.272, 2.667], [-2.595, -1.108, 3.384], [-2.789, 0.038, 2.485], [-1.517, 0.387, 1.895], [-3.711, -0.370, 1.415], [-0.101, -1.641, 2.863], [-0.412, -2.757, 1.506], [-1.510, -1.998, -0.470], [-2.076, -0.315, -0.581], [-2.613, -3.499, 1.056], [-3.956, -2.900, 2.041], [-1.907, -0.826, 4.184], [-3.551, -1.375, 3.830], [-0.825, 0.679, 2.684], [-1.653, 1.221, 1.211], [-3.857, 0.466, 0.730], [-4.672, -0.631, 1.854]],
  "forces_ev_per_a": [[-0.2748, -0.4924, 0.2967], [0.0251, 0.0063, 0.1447], [0.2440, 0.1788, 0.0228], [0.0484, 0.1289, 0.0068], [-0.1233, -0.1887, -0.0045], [0.0866, 0.2416, 0.1430], [0.0385, -0.0683, -0.1935], [-0.0441, 0.1552, -0.0112], [0.1037, 0.0649, 0.0812], [0.0212, -0.0952, -0.0117], [0.0229, -0.0213, -0.0251], [-0.0648, 0.0075, 0.0011], [-0.0137, -0.0030, 0.0040], [0.0158, -0.0043, -0.0497], [0.0453, 0.0166, 0.0153], [0.0310, -0.0301, 0.0814], [-0.0044, -0.0111, 0.0230], [-0.1683, -0.1151, 0.0378], [0.0233, 0.0068, -0.0590], [-0.0264, 0.0112, 0.0368], [0.0367, 0.0227, 0.0143], [-0.0267, -0.0238, 0.0226], [-0.0003, -0.0255, 0.0204], [-0.0413, 0.0048, -0.0248], [-0.0155, -0.0601, -0.0292], [0.1113, -0.1190, 0.0184], [0.0763, -0.0113, 0.1400], [-0.0112, -0.0351, -0.0722], [-0.0348, -0.0159, -0.0123], [-0.0353, -0.0660, -0.0815], [0.0927, -0.0404, -0.0459], [-0.2568, -0.0636, -0.0696], [-0.0331, 0.0909, -0.0274], [0.0072, 0.1826, -0.0988], [0.0188, 0.2992, -0.2078], [-0.0682, -0.0936, 0.0896], [-0.0403, -0.0419, -0.0906], [-0.1140, -0.0431, -0.0530], [0.1033, -0.1181, 0.1704], [0.1383, 0.1614, 0.1215], [0.0069, 0.2543, -0.2863], [-0.0061, -0.0329, -0.0087], [0.0334, 0.0144, 0.0126], [0.0436, 0.0101, 0.0012], [0.0941, 0.0402, -0.0193], [-0.0187, 0.0282, -0.0370], [0.0371, -0.0405, -0.0026], [0.0416, 0.0236, 0.0359], [-0.0136, 0.0089, 0.0145], [-0.0361, -0.0238, -0.0847], [-0.0305, 0.0071, 0.0202], [-0.0407, -0.0025, -0.0116], [-0.0407, -0.0053, -0.0014], [0.0046, -0.0112, -0.0478], [-0.0863, 0.0636, -0.0178], [-0.0108, -0.1062, 0.0298], [-0.0412, -0.0865, -0.0071], [-0.0183, 0.0668, -0.1143], [-0.0332, -0.0643, -0.0937], [0.0772, -0.0154, -0.0104], [-0.0850, 0.0192, 0.0572], [0.1704, 0.0415, 0.2192], [-0.0142, -0.0021, 0.0133], [-0.0981, 0.2130, -0.1453], [-0.0206, 0.0014, 0.0046], [0.0381, -0.2184, -0.1328], [-0.0238, -0.0092, 0.0735], [0.0163, -0.0004, -0.0060], [0.1206, 0.0758, 0.0760], [0.0566, -0.0166, -0.0184], [-0.0064, 0.0261, 0.0222], [-0.0336, -0.0867, 0.1288], [0.0112, 0.0074, 0.0029], [-0.0222, -0.0180, 0.0103], [0.0067, -0.0031, -0.0138], [-0.0177, -0.0031, 0.0156], [0.0533, 0.0006, 0.0440], [0.0069, 0.0785, -0.0683], [0.0047, -0.0149, 0.0068], [-0.0183, -0.0119, 0.0145]],
  "mulliken_spin": [2.7021, 0.0160, 0.0323, -0.0022, 0.0053, 0.0397, 0.0028, -0.0008, 0.0161, 0.0082, 0.0015, -0.0057, -0.0034, 0.0014, -0.0009, -0.0019, 0.0014, -0.0005, 0.0005, 0.0012, -0.0014, 0.0023, 0.0020, -0.0040, 0.0024, -0.0117, 0.0897, -0.0367, 0.1052, -0.0454, 0.0351, -0.0199, 0.0038, 0.1408, 0.3078, -0.0456, 0.1806, -0.0378, 0.1380, 0.1876, 0.0283, -0.0009, 0.0027, -0.0025, 0.0041, 0.0010, 0.0036, -0.0016, 0.0025, 0.0357, 0.0016, -0.0005, -0.0009, 0.0008, 0.0154, 0.0001, -0.0015, 0.0361, 0.0160, 0.0092, 0.0049, 0.0051, -0.0018, 0.0028, 0.0008, 0.0025, 0.0093, -0.0010, 0.0048, -0.0017, -0.0098, 0.0253, -0.0004, 0.0002, -0.0005, 0.0001, -0.0040, 0.0087, -0.0009, 0.0001]
}

---

{
  "formula": "CH3ClFN",
  "method": "wB97M-V/def2-TZVPD",
  "gap_ev": [9.417, 9.038],
  "homo_ev": [-8.572, -10.229],
  "largest_force_ev_per_a": 2.08,
  "lumo_energy_ev": [0.8452, -1.1909],
  "multiplicity": 3,
  "symbols": ["C", "N", "F", "Cl", "H", "H", "H"],
  "xyz": [[0.255, -0.862, 0.808], [-0.234, 0.720, -1.560], [0.803, 0.231, 1.358], [0.276, 2.266, -1.167], [0.894, -1.781, 0.817], [-0.861, -1.050, 0.850], [-1.134, 0.477, -1.107]],
  "forces_ev_per_a": [[-0.3817, -2.0263, 0.2670], [0.2516, -0.1231, -0.5369], [-0.5658, -0.3674, -0.1486], [-0.6515, -0.5082, 0.0807], [-0.3929, 1.1896, -0.0030], [1.3868, 0.9329, 0.1867], [0.3534, 0.9025, 0.1541]],
  "mulliken_spin": [0.8752, 0.8756, 0.0647, 0.1540, 0.0291, 0.0288, -0.0274]
}